[1]
{"formula": "C19H43BClNO5PS", "method": "ωB97M-V with the def2-TZVPD basis set", "species": ["C", "C", "C", "O", "P", "C", "C", "C", "C", "C", "C", "C", "C", "C", "O", "C", "C", "C", "C", "C", "S", "O", "O", "Cl", "B", "O", "N", "C", "C", "H", "H", "H", "H", "H", "H", "H", "H", "H", "H", "H", "H", "H", "H", "H", "H", "H", "H", "H", "H", "H", "H", "H", "H", "H", "H", "H", "H", "H", "H", "H", "H", "H", "H", "H", "H", "H", "H", "H", "H", "H", "H", "H"], "xyz": [[-0.972870, -3.577737, 1.116508], [0.097670, -2.467330, 1.171803], [-0.084565, -1.392022, 0.123621], [-1.440692, -0.844219, 0.022986], [-1.837528, 0.500538, 0.758995], [-1.480190, 1.910984, -0.285125], [0.013152, 2.227422, -0.552804], [0.284971, 2.654330, -1.996309], [1.390148, 1.844963, -2.688457], [2.607516, 1.536521, -1.835889], [3.657703, 0.754608, -2.625796], [3.124458, -0.551910, -3.213363], [2.328260, -1.394007, -2.218579], [1.382019, -2.417245, -2.867725], [0.097885, -2.437254, -2.263800], [-0.738145, -1.384020, -2.664046], [-1.117427, 0.672255, 2.413788], [0.291707, 1.269662, 2.495600], [0.964729, 0.896891, 3.837827], [1.997198, 1.922119, 4.304322], [3.457951, 1.952674, 3.278032], [3.125830, 1.508498, 1.963219], [4.089041, 3.213270, 3.450541], [4.617114, 0.537221, 4.133359], [-3.814623, 0.512584, 0.927398], [-4.325601, 1.728495, 1.295761], [-4.630723, -0.615016, 0.607670], [-4.230147, -1.815272, 1.354286], [-4.797644, -0.835063, -0.843912], [-1.528141, -3.491088, 0.185822], [-0.492342, -4.549477, 1.107428], [-1.653291, -3.513130, 1.956055], [1.050449, -2.930742, 0.917876], [0.222515, -2.065855, 2.175599], [0.113505, -1.834782, -0.851866], [0.650370, -0.599312, 0.258174], [-1.994045, 2.770913, 0.142617], [-1.979672, 1.682775, -1.228746], [0.635947, 1.388238, -0.260734], [0.289004, 3.038866, 0.117118], [0.501274, 3.715738, -2.078529], [-0.634595, 2.497511, -2.562146], [1.748805, 2.443086, -3.528299], [0.959343, 0.945928, -3.125091], [2.361559, 0.921278, -0.967670], [3.052690, 2.448048, -1.438575], [4.034230, 1.400924, -3.418051], [4.484963, 0.526107, -1.954911], [3.989484, -1.141152, -3.519527], [2.558112, -0.368554, -4.125820], [3.009215, -1.949273, -1.577048], [1.698787, -0.776765, -1.577486], [1.776016, -3.423835, -2.759480], [1.279011, -2.236167, -3.940881], [-1.773859, -1.696345, -2.562003], [-0.591758, -0.486128, -2.048997], [-0.561706, -1.096999, -3.703377], [-1.804613, 1.339335, 2.939568], [-1.189469, -0.288423, 2.920989], [0.938264, 0.904753, 1.713634], [0.233182, 2.354561, 2.457917], [1.469932, -0.062883, 3.712078], [0.212661, 0.744925, 4.609837], [2.331316, 1.676206, 5.308048], [1.598343, 2.931661, 4.268363], [-4.112749, 1.953723, 2.207023], [-3.282745, -1.675136, 1.886885], [-4.095407, -2.669274, 0.698101], [-4.977559, -2.045030, 2.109796], [-5.412663, -0.051641, -1.280150], [-5.319461, -1.775101, -0.990223], [-3.852102, -0.869423, -1.393232]], "forces_ev_per_angstrom": [[0.41, 0.44, -0.23], [-0.30, -0.25, -0.06], [0.67, -0.12, 0.57], [0.03, 0.36, 1.00], [-0.68, -0.36, 0.27], [0.56, 0.11, -0.10], [-0.36, 0.34, 0.32], [-0.14, -0.48, -0.30], [0.09, 0.60, 0.00], [0.21, -0.44, -0.03], [-0.20, 0.19, 0.25], [0.40, -0.18, 0.09], [-0.39, -0.25, -0.27], [0.51, -0.11, -0.24], [-0.19, -0.92, -1.66], [-0.20, 0.57, -0.74], [0.20, 0.36, -0.25], [0.12, -0.37, 1.00], [0.19, -0.13, -0.55], [-0.38, -0.70, 0.09], [-0.26, 0.69, -0.11], [0.02, -0.36, -0.26], [0.28, 0.09, 0.20], [0.03, -0.17, 0.04], [-0.72, 0.07, 0.18], [0.19, -0.42, 0.11], [0.64, -0.12, -0.58], [0.02, 0.12, 0.08], [-0.34, 0.11, 0.12], [-0.21, -0.07, -0.03], [-0.08, -0.17, 0.18], [-0.21, -0.11, 0.07], [0.24, 0.15, 0.02], [-0.09, 0.05, 0.18], [-0.15, 0.14, 1.16], [-0.16, 0.27, 0.22], [-0.17, 0.03, 0.03], [-0.17, -0.06, -0.04], [0.01, -0.02, -0.21], [0.15, -0.04, 0.14], [0.08, 0.12, 0.25], [-0.03, 0.15, -0.18], [-0.08, -0.07, -0.20], [0.06, -0.21, 0.10], [-0.08, 0.21, 0.11], [-0.02, 0.15, -0.01], [0.18, -0.11, -0.13], [0.16, 0.06, 0.00], [0.02, -0.04, -0.22], [-0.23, 0.06, 0.02], [0.12, 0.18, 0.27], [0.26, 0.10, -0.14], [-0.04, -0.12, 0.03], [-0.08, 0.10, -0.04], [-0.05, -0.10, 0.08], [0.06, -0.08, -0.24], [0.02, -0.14, -0.07], [-0.12, 0.01, 0.08], [0.01, -0.22, -0.10], [0.02, 0.18, -0.23], [-0.04, 0.11, -0.38], [-0.06, -0.13, 0.09], [0.00, 0.21, 0.20], [0.10, 0.26, 0.11], [0.13, 0.21, 0.04], [0.03, 0.56, -0.03], [0.12, 0.01, 0.03], [0.00, -0.10, -0.08], [-0.10, -0.10, 0.01], [-0.07, 0.11, 0.03], [-0.05, -0.08, -0.07], [0.12, -0.13, 0.02]], "gap_ev": 9.0, "charge": 1, "multiplicity": 1, "lumo_ev": -2.97}

=====

[2]
{"formula": "C3H3F4N4O2S", "method": "ωB97M-V with the def2-TZVPD basis set", "species": ["N", "C", "N", "C", "S", "O", "O", "C", "F", "F", "F", "N", "N", "F", "H", "H", "H"], "xyz": [[-3.144953, 1.039001, 0.563114], [-1.930790, 0.721477, 0.168947], [-0.844491, 0.601922, 0.978732], [0.123954, 0.245635, 0.193498], [1.761806, -0.047934, 0.949546], [1.483192, -0.721415, 2.166291], [2.504550, 1.154907, 1.070372], [2.623706, -1.289018, -0.159361], [3.584235, -0.733170, -0.849378], [3.110364, -2.206900, 0.640747], [1.706422, -1.858953, -0.950432], [-0.222559, 0.124212, -1.087216], [-1.540355, 0.444559, -1.069074], [-2.300976, 0.425980, -2.154348], [-3.914988, 0.933363, -0.076776], [-3.311090, 1.319468, 1.514763], [0.311973, -0.153134, -1.899423]], "forces_ev_per_angstrom": [[-0.15, -0.09, -0.64], [0.35, 0.09, 1.18], [-0.66, 0.19, -0.12], [1.06, -0.25, -0.03], [0.80, 0.43, 2.24], [-0.70, -0.72, -0.42], [-0.16, 0.32, -1.40], [0.13, -0.49, 0.48], [-0.17, 0.19, -0.31], [0.08, 0.05, -0.02], [-0.05, 0.20, -0.40], [0.24, 0.02, 0.14], [-0.51, 0.11, -0.45], [0.15, -0.11, -0.27], [-0.18, 0.18, 0.11], [0.06, -0.07, 0.13], [-0.28, -0.04, -0.23]], "gap_ev": 10.8, "smiles": "Nc1nc(S(=O)(=O)C(F)(F)F)[nH][n+]1F", "charge": 1, "multiplicity": 1, "lumo_ev": -4.51}

=====

[3]
{"formula": "C18H20B2F4N4O10V", "method": "ωB97M-V with the def2-TZVPD basis set", "species": ["V", "C", "C", "N", "O", "B", "F", "F", "O", "N", "C", "C", "C", "N", "O", "B", "F", "F", "O", "N", "C", "C", "C", "H", "H", "H", "H", "H", "H", "H", "H", "H", "H", "H", "H", "O", "C", "O", "C", "C", "C", "C", "O", "C", "O", "C", "C", "H", "H", "H", "H", "H", "C", "C", "O", "O", "H", "H", "H"], "xyz": [[-1.229119, -0.147698, 0.245714], [1.917586, -3.370010, 1.047374], [0.711232, -2.510508, 0.922529], [0.653077, -1.237688, 1.191187], [1.797722, -0.665086, 1.460323], [1.783099, 0.726134, 2.090675], [1.304631, 0.597467, 3.377805], [3.029857, 1.222212, 1.957135], [0.851478, 1.606972, 1.284048], [-0.424833, 1.236123, 1.470171], [-1.085557, 1.724351, 2.461656], [-0.605206, 2.834001, 3.310536], [-2.370306, 1.037794, 2.692552], [-2.429194, -0.061997, 2.037113], [-3.613607, -0.711771, 2.039567], [-3.433273, -2.061672, 1.519183], [-2.546635, -2.808493, 2.237367], [-4.576586, -2.631288, 1.142797], [-2.599022, -1.733549, 0.073988], [-1.289693, -2.005208, 0.046104], [-0.593025, -2.997062, 0.501023], [-1.035114, -4.405248, 0.525539], [-3.425408, 1.580884, 3.575827], [2.812495, -2.757336, 1.093572], [1.986682, -4.053581, 0.201468], [1.858790, -3.967080, 1.960376], [0.124572, 3.429794, 2.768291], [-0.112446, 2.420839, 4.193402], [-1.444184, 3.448367, 3.630152], [-2.057563, -4.508145, 0.174009], [-0.956193, -4.788829, 1.543721], [-0.364665, -4.990085, -0.108474], [-3.662969, 2.598520, 3.264319], [-3.058420, 1.616897, 4.604156], [-4.317728, 0.966077, 3.532610], [-0.107482, -1.335474, -2.579932], [0.507101, -0.427859, -2.116245], [-0.016784, 0.193129, -0.936714], [1.756316, 0.174505, -2.551332], [2.383408, 1.168570, -1.805946], [3.596490, 1.714109, -2.219522], [4.122959, 1.229149, -3.392830], [5.271308, 1.593347, -3.993535], [5.362906, 0.833819, -5.207214], [4.244827, -0.052965, -5.238638], [3.493626, 0.233618, -4.142471], [2.313021, -0.320211, -3.753270], [1.931631, 1.520224, -0.889867], [4.100289, 2.478634, -1.646693], [6.287060, 0.258104, -5.199080], [5.317155, 1.513973, -6.058015], [1.817836, -1.093239, -4.323072], [-3.722948, 2.471386, -1.690238], [-3.057989, 2.060085, -0.419291], [-2.991117, 2.695421, 0.595028], [-2.544927, 0.791985, -0.494945], [-4.043346, 3.505428, -1.614200], [-4.582501, 1.822463, -1.861923], [-3.039309, 2.337674, -2.527844]], "forces_ev_per_angstrom": [[0.51, 0.22, -0.12], [-0.01, -0.01, 0.00], [0.02, 0.09, 0.03], [0.07, -0.07, -0.09], [0.02, 0.04, -0.01], [0.02, -0.06, -0.01], [-0.03, 0.02, 0.00], [-0.01, 0.01, -0.02], [-0.02, -0.02, 0.00], [-0.17, 0.05, 0.02], [0.08, 0.02, -0.01], [0.04, 0.00, -0.02], [-0.04, -0.07, 0.02], [-0.07, 0.10, 0.00], [0.08, -0.19, -0.07], [-0.08, 0.21, 0.09], [0.01, -0.03, -0.02], [0.05, -0.02, 0.01], [-0.10, -0.21, -0.27], [-0.01, 0.12, 0.32], [-0.03, 0.02, -0.18], [-0.03, 0.01, 0.04], [0.00, -0.01, 0.02], [0.00, 0.00, 0.00], [0.00, 0.00, 0.00], [0.01, 0.01, 0.00], [0.00, 0.00, 0.01], [-0.02, -0.01, 0.01], [-0.01, 0.01, -0.01], [0.00, 0.00, 0.00], [0.00, -0.01, -0.01], [0.01, 0.00, -0.01], [0.00, 0.00, -0.01], [0.00, 0.01, 0.00], [0.00, 0.00, 0.01], [0.01, -0.06, -0.01], [0.06, 0.16, 0.08], [-0.40, -0.41, 0.14], [-0.01, -0.05, -0.06], [0.03, 0.04, 0.03], [-0.01, 0.01, 0.01], [0.00, 0.00, 0.00], [-0.02, 0.00, 0.03], [0.04, 0.00, -0.04], [-0.03, -0.01, 0.02], [0.02, 0.01, 0.00], [-0.02, -0.02, 0.01], [0.00, -0.01, 0.01], [0.00, 0.00, 0.00], [0.00, 0.00, 0.00], [0.00, 0.00, 0.00], [0.00, 0.00, 0.00], [0.02, 0.00, 0.00], [-0.11, 0.00, -0.03], [0.04, -0.01, 0.00], [0.09, 0.13, 0.11], [0.00, 0.00, -0.01], [0.00, 0.00, 0.00], [0.01, 0.01, 0.00]], "gap_ev": [5.1, 5.1], "de_lowest_ev": 0.707, "charge": 1, "multiplicity": 1, "lumo_ev": [-5.96, -5.96]}

=====

[4]
{"formula": "C5H8O2", "method": "ωB97M-V with the def2-TZVPD basis set", "species": ["C", "O", "C", "C", "C", "C", "O", "H", "H", "H", "H", "H", "H", "H", "H"], "xyz": [[0.083164, -0.326182, 1.415900], [0.855322, -1.266515, 0.649361], [0.938217, -0.758649, -0.632985], [0.879251, 0.740488, -0.586046], [-0.340636, 0.694765, 0.355258], [-1.328584, -0.064414, -0.552811], [-0.449882, -0.842632, -1.402383], [0.693843, 0.078145, 2.231879], [-0.771977, -0.867938, 1.839405], [1.785427, -1.275978, -1.112333], [0.559908, 0.927984, -1.607098], [1.741385, 1.349900, -0.307876], [-0.665059, 1.655684, 0.749732], [-1.954435, -0.763038, 0.017009], [-2.036438, 0.642711, -1.035567]], "forces_ev_per_angstrom": [[-0.02, 0.15, 0.17], [-0.16, -0.02, -0.17], [-0.94, 0.01, -0.82], [-0.02, 0.17, -0.02], [-0.09, 0.14, 0.18], [0.11, 0.00, 0.36], [1.10, -0.96, 1.07], [0.01, -0.03, -0.16], [0.13, 0.25, 0.00], [-1.01, 0.15, -0.46], [0.27, 1.03, 0.08], [-0.04, -0.38, 0.34], [-0.18, -0.11, -0.02], [0.08, 0.14, 0.03], [0.76, -0.54, -0.58]], "gap_ev": 10.6, "de_lowest_ev": 1.779, "smiles": "C1O[C@H]2C[C@@H]1CO2", "charge": 0, "multiplicity": 1, "lumo_ev": 0.96}

=====

no.,F_max (eV/Å),total energy (Eh)
1,1.91,-2405.059695
2,2.42,-1282.863354
3,0.59,-3062.507897
4,1.81,-345.739564